No. 1
Formula: C6H16O
Source: the Open Molecules 2025 dataset
Level of theory: ωB97M-V with the def2-TZVPD basis set

Structure (XYZ):
```
23
Properties=species:S:1:pos:R:3:forces:R:3
C -1.4049 1.7226 -0.4165 -0.80 0.58 -0.73
C 1.0296 -1.1962 0.2247 -0.49 0.44 -1.01
C -1.4498 -1.2733 -0.5718 0.95 0.46 0.41
C 0.3944 -0.4570 -2.1289 -0.06 1.09 0.25
C -0.1742 0.9648 -0.0562 0.46 -0.79 0.24
C -0.0837 -0.4711 -0.6686 0.03 -1.63 1.30
H -1.4206 1.9739 -1.4904 -0.19 0.01 0.34
H -1.4902 2.6562 0.1646 -0.01 -0.31 -0.29
H -2.2777 1.0869 -0.1912 0.16 0.48 -0.13
H 0.8510 -1.1560 1.3124 -0.14 0.07 -0.48
H 1.9534 -0.6373 -0.0011 -0.08 -0.36 0.32
H 1.1748 -2.2493 -0.0693 -0.07 0.38 0.03
H -1.8792 -1.1020 0.4296 0.00 -0.23 -0.32
H -1.2323 -2.3490 -0.6820 -0.15 0.39 0.01
H -2.1983 -0.9863 -1.3294 0.40 0.02 0.25
H 0.6080 -1.4145 -2.6330 -0.24 0.19 0.61
H 1.3140 0.1520 -2.1263 -0.20 -0.22 -0.42
H -0.3802 0.0780 -2.7036 0.41 -0.18 -0.13
H 0.7634 1.4934 -0.3149 -0.43 -0.06 0.15
H -0.2271 0.8939 1.0473 0.44 -0.34 -0.36
O 2.0290 0.3754 4.1919 0.03 1.17 -0.38
H 1.2866 0.9269 3.8557 0.83 -0.56 0.35
H 2.8137 0.9681 4.1572 -0.87 -0.61 0.02
```
Forces are in eV/Å.

- Energy relative to the best compared isomer or geometry (same formula, charge and spin): 32.2 kJ/mol
- SMILES string: CCC(C)(C)C.O
- Gap between HOMO and LUMO: 11.36 eV
- 2S+1: 1

Atomic partial charges in e from the natural (NBO) method, atoms 1 to 5: C -0.61; C -0.61; C -0.63; C -0.62; C -0.40


No. 2
Formula: H3O6
Source: the Open Molecules 2025 dataset
Level of theory: ωB97M-V with the def2-TZVPD basis set

Structure (XYZ):
```
9
Properties=species:S:1:pos:R:3:forces:R:3
O -0.7837 -1.4870 0.7480 -1.96 -0.77 -0.29
O 1.4345 1.2344 0.2986 1.04 -0.87 -4.01
O 0.1130 -0.4257 -1.1985 -0.68 -1.99 -1.02
O -1.2981 -0.3031 0.8242 0.75 -1.40 -0.14
O 0.2442 1.6007 -0.1971 -0.59 2.39 0.11
O -0.6002 0.5226 -0.5931 0.44 0.06 -0.45
H -1.4817 -2.1458 0.2934 1.54 1.82 0.86
H 1.3173 1.2168 1.1964 -0.55 -0.09 4.31
H 1.0547 -0.2129 -1.3719 0.02 0.84 0.64
```
Forces are in eV/Å.

- Energy relative to the best compared isomer or geometry (same formula, charge and spin): 82.4 kJ/mol
- Charge: +1
- Gap between HOMO and LUMO (spin up / spin down): 9.32 / 9.32 eV
- 2S+1: 1

Atomic partial charges in e from the natural (NBO) method, atoms 1 to 5: O -0.21; O -0.35; O -0.34; O 0.07; O 0.06


No. 3
Formula: C6H10O
Source: the Open Molecules 2025 dataset
Level of theory: ωB97M-V with the def2-TZVPD basis set

Structure (XYZ):
```
17
Properties=species:S:1:pos:R:3:forces:R:3
O -0.7842 2.1473 -0.4822 0.08 -0.32 -0.33
C -0.6946 1.2120 -1.2400 0.04 0.25 0.14
C 0.5219 0.3176 -1.3651 0.00 -0.04 0.04
C 1.3821 0.2114 -0.1050 0.06 0.05 0.00
C 0.8235 -0.8118 0.9070 -0.01 -0.08 -0.02
C -0.5430 -0.3927 1.3785 -0.13 0.09 -0.10
C -1.7317 -0.8343 0.9696 0.15 0.10 -0.02
H -2.6389 -0.3199 1.2824 0.17 -0.21 0.08
H -1.5173 0.9870 -1.9552 0.09 0.05 0.11
H 1.1064 0.7488 -2.1925 -0.09 -0.06 0.09
H 0.1995 -0.6743 -1.7083 0.00 0.14 0.03
H 1.4497 1.2021 0.3595 -0.03 -0.14 -0.04
H 2.4022 -0.0794 -0.3839 -0.18 0.01 0.06
H 0.8149 -1.8082 0.4454 -0.14 0.15 0.04
H 1.5140 -0.8655 1.7601 -0.17 0.01 -0.14
H -0.5243 0.4690 2.0474 -0.08 -0.10 -0.08
H -1.8722 -1.6612 0.2733 0.22 0.09 0.14
```
Forces are in eV/Å.

- Energy relative to the best compared isomer or geometry (same formula, charge and spin): 59.1 kJ/mol
- SMILES string: C=CCCCC=O
- Gap between HOMO and LUMO: 10.71 eV
- 2S+1: 1

Atomic partial charges in e from the natural (NBO) method, atoms 1 to 5: O -0.54; C 0.46; C -0.52; C -0.39; C -0.44


No. 4
Formula: C28H78F6NO17S2
Source: the Open Molecules 2025 dataset
Level of theory: ωB97M-V with the def2-TZVPD basis set

Structure (XYZ):
```
132
Properties=species:S:1:pos:R:3:forces:R:3
C -2.0143 1.4130 0.5943 1.35 -0.41 -0.72
F -2.6428 2.5423 0.2950 0.98 -0.04 0.32
F -1.3185 1.4997 1.7587 -1.65 -0.37 -1.51
F -2.9236 0.4625 0.5038 0.24 -0.50 1.01
S -0.6615 1.0585 -0.7978 -3.34 4.76 -1.02
O -1.4066 0.9854 -2.1081 2.05 -1.09 3.60
O 0.1486 2.2453 -0.6476 0.36 -1.80 0.00
N 0.0793 -0.4215 -0.1827 -1.43 2.78 -0.62
S 0.2501 -1.1423 -1.6040 2.66 -5.82 -2.14
O -0.9898 -1.8299 -1.9951 1.38 1.91 0.35
O 1.1926 -0.4815 -2.5044 -2.03 -0.34 1.26
C 1.2489 -2.6564 -0.8431 -0.81 1.20 -0.60
F 1.9613 -3.2275 -1.8126 -0.07 0.28 0.49
F 2.0077 -2.2184 0.1474 0.14 -0.31 -0.36
F 0.3501 -3.5079 -0.3724 0.23 -0.12 -0.01
C -5.9086 -2.9174 -0.7458 -1.89 -0.13 -0.28
C -4.7505 -2.6859 -1.6972 -0.78 1.03 0.92
O -3.6597 -2.8007 -0.8769 3.12 -0.92 1.65
H -6.6123 -2.0871 -0.6879 0.04 0.17 -0.20
H -5.6426 -3.1142 0.2927 0.62 0.04 -0.21
H -6.5079 -3.7730 -1.0571 -0.08 -0.08 -0.07
H -4.5896 -1.6407 -1.9614 -1.51 -0.02 -1.42
H -4.7474 -3.4412 -2.4831 0.04 0.39 -0.48
H -2.9820 -2.1768 -1.1471 0.29 -0.32 -0.07
C -4.4297 3.3486 3.6525 -0.41 0.13 0.88
C -4.5601 2.2306 4.6813 0.99 -0.87 -1.10
O -5.6986 2.3384 5.5010 -0.07 0.16 0.04
H -4.3002 4.2766 4.2095 -0.06 0.33 -0.42
H -5.3724 3.3358 3.1055 0.00 0.40 -0.01
H -3.6272 3.2240 2.9255 0.17 -0.16 0.26
H -3.6877 2.0656 5.3137 0.32 0.41 -0.06
H -4.5931 1.3284 4.0705 -0.52 -0.46 0.29
H -5.3732 2.7404 6.3098 -0.38 0.06 0.14
C 5.2028 0.4990 -0.4734 1.19 -0.58 -0.56
C 3.8044 0.5406 -0.9404 0.29 -1.02 -0.98
O 3.2104 1.3963 -0.0725 -2.70 1.16 1.23
H 5.2954 -0.1214 0.4179 0.06 -0.08 -0.09
H 5.4153 1.5256 -0.1751 0.69 -0.06 -0.23
H 5.8193 0.1458 -1.3001 0.66 0.00 0.31
H 3.3366 -0.4440 -0.9461 -0.14 0.02 0.35
H 3.6871 0.8943 -1.9647 0.26 0.08 -0.42
H 3.4927 2.2736 -0.3411 -0.13 0.29 0.37
C 2.3069 -6.4424 -1.5525 0.19 0.00 -0.88
C 3.7870 -6.1435 -1.7940 0.47 -0.42 0.47
O 4.0549 -6.0838 -3.1920 -0.09 0.09 0.10
H 2.0367 -6.6751 -0.5225 0.08 0.34 0.00
H 1.9697 -7.2642 -2.1843 0.42 -0.47 0.16
H 1.7172 -5.6373 -1.9910 -0.04 0.34 0.57
H 4.4879 -6.8487 -1.3473 -0.44 -0.84 0.08
H 4.1660 -5.2587 -1.2826 -0.64 0.76 -0.23
H 4.8293 -6.6316 -3.3399 -0.03 0.12 -0.27
C -0.6805 3.2583 4.6135 1.06 -0.90 0.04
C 0.5493 2.4608 5.2358 -1.03 2.69 -1.68
O 0.4524 1.0994 4.9935 -0.26 -0.72 1.21
H -1.5161 3.4285 5.2925 0.06 -0.18 0.14
H -0.9969 2.6316 3.7797 -0.22 0.35 -0.08
H -0.3223 4.2224 4.2524 -0.20 0.00 0.00
H 0.5881 2.8587 6.2498 0.56 -0.87 0.47
H 1.4246 2.7707 4.6650 0.10 0.23 0.26
H 0.0266 0.7478 5.7788 -0.16 -0.60 -0.16
C 1.6514 5.2274 2.7363 0.30 0.40 -0.02
C 1.1065 4.1431 1.7839 -0.29 2.09 1.21
O 1.8704 2.9757 1.9339 -1.15 0.29 -0.19
H 1.0289 6.1205 2.7914 -0.24 0.04 -0.22
H 2.6517 5.5809 2.4862 0.15 -0.10 -0.25
H 1.7293 4.8652 3.7614 -0.09 -0.30 -0.06
H 1.0176 4.5420 0.7735 0.68 -0.19 -0.47
H 0.0500 4.1596 2.0519 -0.14 -1.52 0.26
H 2.6572 3.2509 1.4576 0.62 -0.59 -0.16
C -2.8560 -6.1467 -2.5506 0.98 -1.73 -0.45
C -2.2472 -5.6916 -1.2151 -1.28 0.89 -1.41
O -3.3645 -5.5621 -0.3495 0.82 -0.31 1.17
H -3.8911 -6.4806 -2.4784 -0.15 0.62 0.35
H -2.3863 -7.1036 -2.7781 0.31 -0.06 -0.61
H -2.7252 -5.4921 -3.4123 0.03 0.15 0.19
H -1.7481 -4.7464 -1.4289 -0.08 0.43 0.44
H -1.4433 -6.3213 -0.8339 -0.60 -0.45 0.31
H -3.8054 -4.7469 -0.5996 0.18 0.32 0.16
C -0.6646 4.1916 -3.2813 0.67 1.24 0.67
C -0.4895 4.9001 -4.6391 -0.46 -2.64 0.15
O -1.2189 6.0308 -4.8201 -1.55 2.09 0.11
H -0.1143 3.2519 -3.2339 0.04 0.14 0.02
H -1.6791 4.0283 -2.9176 -0.38 -0.24 -0.94
H -0.3329 4.8729 -2.4978 0.72 -0.07 0.30
H -0.9643 4.1702 -5.2948 0.50 0.05 -0.75
H 0.5289 5.1195 -4.9595 0.42 -0.68 0.38
H -0.9924 6.6831 -4.1531 0.03 0.11 0.07
C 4.8041 -2.5056 -3.6093 1.03 0.00 1.79
C 3.7157 -2.2248 -4.6033 1.29 1.19 1.50
O 3.7226 -3.2309 -5.5446 -0.70 -0.55 -1.28
H 5.8307 -2.5753 -3.9690 -0.21 -0.37 -0.98
H 4.6386 -3.3977 -3.0052 -0.18 -0.15 -0.11
H 4.9786 -1.6910 -2.9065 -0.68 0.36 0.30
H 4.0025 -1.2413 -4.9757 -0.34 0.02 -0.98
H 2.7769 -2.0530 -4.0767 -0.26 -0.36 -0.15
H 2.9423 -3.7755 -5.4172 0.09 -0.12 -0.08
C -2.7788 -2.5363 2.9337 -0.38 0.61 0.33
C -1.3248 -2.3627 2.5031 -0.94 0.62 -0.83
O -0.6220 -1.6005 3.4764 0.07 -1.04 -0.19
H -3.4121 -3.1893 2.3334 0.28 0.12 -0.33
H -3.1890 -1.5271 2.9730 -0.34 0.08 -0.42
H -2.9465 -2.8312 3.9696 0.63 -0.53 0.19
H -1.3123 -1.7317 1.6144 -0.17 0.16 -0.14
H -0.8730 -3.2776 2.1198 0.44 -0.34 0.77
H -0.6977 -2.1657 4.2487 0.33 0.27 0.53
C 2.9771 4.3676 -1.7756 -0.59 -0.49 -1.26
C 3.4885 5.1746 -0.6641 0.94 0.36 1.17
O 3.8974 4.2784 0.3668 -0.08 -0.36 0.46
H 2.9771 5.0182 -2.6501 -0.46 -0.22 -0.24
H 1.9850 3.9834 -1.5386 -0.21 0.25 -0.18
H 3.5344 3.4689 -2.0400 0.58 0.22 0.12
H 2.6971 5.8418 -0.3224 -0.06 0.12 0.24
H 4.3614 5.7896 -0.8830 -0.04 0.08 -0.53
H 4.4593 4.7291 1.0015 0.01 0.05 0.06
C 4.7247 -3.7726 1.1328 0.39 0.27 0.27
C 5.2152 -2.8242 2.2861 -0.52 -0.60 -0.61
O 4.2787 -1.7716 2.3343 -0.58 0.60 -0.10
H 3.7344 -4.2043 1.2777 -0.11 0.28 0.57
H 5.3445 -4.6330 0.8802 0.50 0.16 0.32
H 4.6356 -3.1847 0.2193 0.13 0.20 0.00
H 6.1858 -2.3686 2.0902 0.23 -0.31 -0.41
H 5.3074 -3.2788 3.2725 -0.14 -0.51 -0.11
H 3.9899 -1.5712 3.2276 0.10 -0.09 0.00
C -5.9913 2.7622 0.2051 0.85 -0.13 -0.17
C -5.7200 3.3068 -1.2162 -0.71 -0.72 1.03
O -6.8953 4.0444 -1.5441 0.53 0.39 -0.26
H -6.5406 1.8257 0.1078 -0.24 0.19 0.31
H -6.4839 3.4698 0.8720 -0.47 0.11 -0.51
H -5.0821 2.5546 0.7693 0.25 -0.29 -0.36
H -5.6298 2.4653 -1.9031 0.06 -0.20 -0.08
H -4.7769 3.8464 -1.3037 -0.16 0.56 0.19
H -6.6821 4.6021 -2.2959 -0.18 0.07 -0.15
```
Forces are in eV/Å.

- Gap between HOMO and LUMO (spin up / spin down): 9.55 / 4.40 eV
- ⟨S²⟩: 0.7585
- 2S+1: 2

Atomic partial charges in e from the Mulliken method, atoms 1 to 5: C 0.29; F -0.13; F -0.25; F -0.10; S 0.82


No. 5
Formula: C5H18NO4
Source: the Open Molecules 2025 dataset
Level of theory: ωB97M-V with the def2-TZVPD basis set

Structure (XYZ):
```
28
Properties=species:S:1:pos:R:3:forces:R:3
C -0.1709 -1.0169 1.3295 -0.39 0.22 -1.93
N -1.3089 -0.5918 0.4457 -0.69 0.08 0.12
C -1.2713 -0.3803 -1.0925 0.03 0.01 0.67
O -0.5122 -1.2070 -1.7673 1.07 -0.87 -0.71
C 0.9869 -0.0491 1.1063 -0.21 -0.44 -3.04
C 0.6270 1.4310 1.2101 -1.32 -1.24 1.65
C 0.5394 1.8046 2.6997 0.51 -0.58 0.74
H -0.6044 -1.0177 2.3137 0.07 -0.14 0.71
H 0.1483 -2.0363 1.0226 0.11 0.39 0.47
H -2.0168 -1.3092 0.5680 -0.05 0.19 0.08
H -2.3464 -0.5798 -1.3579 0.13 0.84 0.35
H -0.9795 0.7044 -1.3207 -0.54 -0.60 0.60
H 1.0930 -0.2472 -0.0001 0.45 0.30 0.74
H 1.9500 -0.3477 1.5213 -0.14 0.14 0.53
H 1.2848 2.0484 0.6442 0.65 0.52 -0.25
H -0.3904 1.5336 0.8027 0.47 0.00 -0.13
H 0.7219 0.9735 3.3941 -0.02 -0.65 -0.58
H -0.4536 2.0891 3.0375 0.08 0.90 -0.19
H 1.3713 2.4205 3.0255 -0.33 1.01 -0.06
H 2.1420 -1.2621 -1.8967 0.47 -0.07 0.21
H 0.8881 -1.1437 -2.6076 -0.38 0.29 -0.04
O 1.8598 -1.1035 -2.7972 0.17 -0.03 -0.16
H -0.6609 2.9158 -2.0222 -0.21 -0.06 0.00
H 0.8104 2.7673 -1.8383 0.37 -0.27 0.04
O 0.1504 3.4292 -2.0367 -0.16 0.27 -0.05
H -0.8835 -2.9208 -1.9985 -0.11 -0.30 0.33
H -1.6728 -3.1938 -0.8340 -0.19 -0.18 0.39
O -1.3017 -3.7106 -1.5510 0.16 0.26 -0.49
```
Forces are in eV/Å.

- Energy relative to the best compared isomer or geometry (same formula, charge and spin): 52.8 kJ/mol
- Charge: -1
- Gap between HOMO and LUMO: 7.79 eV
- 2S+1: 1

Atomic partial charges in e from the natural (NBO) method, atoms 1 to 5: C -0.22; N -0.72; C 0.16; O -0.96; C -0.43


No. 6
Formula: C3H8N2O2
Source: the Open Molecules 2025 dataset
Level of theory: ωB97M-V with the def2-TZVPD basis set

Structure (XYZ):
```
15
Properties=species:S:1:pos:R:3:forces:R:3
C 0.3574 0.7003 -0.9682 -1.29 -0.37 -0.91
C 1.3455 -0.6991 0.6805 -0.11 -0.09 0.06
N 0.6904 0.5709 0.3750 -0.71 -0.34 1.33
C -1.0636 -0.1392 -1.6012 0.53 0.76 0.58
N -0.9094 0.3545 1.3298 0.60 -0.29 -1.44
O -1.5338 -0.9531 -0.7860 -0.07 -0.13 0.08
O -1.3488 0.2607 -2.7001 0.08 -0.17 -0.01
H -1.4461 -0.3335 0.6872 0.66 0.49 0.34
H -0.6909 0.0624 2.2736 0.05 -0.07 -0.09
H -1.2993 1.2884 1.3155 0.05 -0.01 0.01
H 0.2092 1.7381 -1.2553 0.12 -0.03 -0.05
H 1.0605 0.1736 -1.6144 0.16 0.08 0.17
H 1.4548 -0.8150 1.7586 0.02 0.02 -0.04
H 0.8274 -1.5662 0.2578 0.00 0.08 -0.01
H 2.3467 -0.6430 0.2473 -0.07 0.07 0.00
```
Forces are in eV/Å.

- Energy relative to the best compared isomer or geometry (same formula, charge and spin): 364.0 kJ/mol
- Gap between HOMO and LUMO (spin up / spin down): 8.17 / 8.17 eV
- 2S+1: 1

Atomic partial charges in e from the natural (NBO) method, atoms 1 to 5: C -0.46; C -0.46; N -0.15; C 0.84; N -0.75